# 1
ORCA calculation (ωB97M-V/def2-TZVPD) on C62H130F18N10O24S6 as an isolated structure in a non-equilibrium geometry.

Last column: Löwdin charge in e.
Geometry (Å):
C -19.91041 -20.85268 -22.55095  -0.0389
O -20.12909 -21.22213 -23.93960  -0.2066
C -20.82759 -20.26347 -24.63171  -0.2459
C -21.36790 -20.99299 -25.87879  -0.0653
N -20.26499 -21.08225 -26.90261  0.0543
H -19.91279 -20.16121 -27.32939  0.1844
H -19.40321 -21.48599 -26.51556  0.0887
C -20.56956 -22.05016 -28.05186  -0.1013
C -19.77222 -21.76622 -29.25779  -0.1978
O -19.75517 -20.33877 -29.52630  -0.1756
C -19.06191 -20.09522 -30.68331  -0.1491
H -19.59405 -21.73492 -22.04895  0.0692
H -20.88068 -20.60014 -22.09183  0.0940
H -19.23317 -19.95520 -22.43128  0.0950
H -20.18633 -19.39075 -24.83414  0.1271
H -21.78799 -19.91810 -24.15154  0.1438
H -22.19799 -20.47538 -26.29582  0.1237
H -21.55621 -22.02222 -25.52664  0.1493
H -21.61559 -21.96826 -28.30167  0.1301
H -20.40537 -23.05481 -27.67121  0.1400
H -20.26234 -22.27199 -30.11496  0.1450
H -18.71012 -22.16494 -29.20896  0.1132
H -18.04466 -20.54504 -30.68808  0.0957
H -18.98855 -19.04884 -31.02806  0.1007
H -19.50269 -20.52011 -31.61511  0.0980
C -19.95720 -29.33779 -19.49639  -0.0623
O -19.31932 -28.20494 -20.10768  -0.2155
C -18.33167 -27.61525 -19.30286  -0.1932
C -17.33161 -26.61113 -19.99656  -0.1147
N -17.83000 -25.22634 -20.08280  0.0285
H -17.79139 -24.84116 -19.11170  0.0936
H -17.06476 -24.64036 -20.63800  0.1123
C -19.15525 -25.17871 -20.72158  -0.1108
C -19.26170 -25.99874 -21.96586  -0.1993
O -18.64130 -25.42228 -23.12300  -0.2092
C -19.35661 -25.77055 -24.31876  -0.0413
H -20.33781 -29.10896 -18.50178  0.0935
H -19.23734 -30.14919 -19.46173  0.0912
H -20.82795 -29.63897 -20.03625  0.0808
H -17.62962 -28.39290 -18.80079  0.1575
H -18.75540 -26.99024 -18.46030  0.1408
H -17.04255 -26.94008 -20.97733  0.1119
H -16.41274 -26.59449 -19.42653  0.1153
H -19.35556 -24.17067 -20.96205  0.1178
H -19.95829 -25.47487 -20.04154  0.1401
H -20.38924 -26.05377 -22.00349  0.1527
H -18.99500 -27.04506 -21.85292  0.1094
H -18.79469 -25.18326 -25.02366  0.0851
H -20.33646 -25.35284 -24.35174  0.0810
H -19.29068 -26.85985 -24.40511  0.1076
C -14.79993 -15.72490 -17.36633  -0.0501
O -16.20761 -15.37402 -17.23270  -0.2239
C -16.35610 -14.02694 -16.80898  -0.1866
C -17.86471 -13.86597 -16.42816  -0.0492
N -18.70340 -14.14304 -17.67339  0.0324
H -18.10177 -13.96561 -18.53983  0.0978
H -18.73899 -15.17431 -17.82985  0.1843
C -19.92933 -13.39558 -17.66123  -0.1666
C -20.77894 -13.62160 -18.81952  -0.2367
O -21.03201 -15.00410 -18.95960  -0.1819
C -22.30697 -15.35428 -18.36663  -0.0628
H -14.22775 -14.97045 -17.90679  0.0938
H -14.81885 -16.68733 -17.85734  0.0619
H -14.37597 -15.97831 -16.36940  0.1028
H -16.13224 -13.36680 -17.67095  0.1193
H -15.66465 -13.82266 -15.99148  0.1303
H -18.01775 -12.82163 -16.12195  0.1336
H -18.23033 -14.56385 -15.67139  0.1345
H -19.75281 -12.31104 -17.53332  0.1630
H -20.51720 -13.80917 -16.83522  0.1429
H -20.21352 -13.33018 -19.72883  0.1411
H -21.64352 -12.98680 -18.74163  0.1306
H -22.29451 -15.23098 -17.32383  0.0609
H -22.49370 -16.39909 -18.70051  0.1075
H -23.12210 -14.68407 -18.73905  0.1044
C -8.64241 -24.12184 -23.43502  -0.0891
C -9.88082 -23.56059 -24.08209  -0.2356
C -10.88365 -24.61359 -24.75793  -0.1452
C -11.70206 -25.32759 -23.68719  -0.1274
N -12.52713 -26.42554 -24.21616  -0.2521
C -13.72532 -25.95664 -25.05887  -0.0895
C -14.61280 -27.20675 -25.19977  -0.1426
C -14.30968 -28.02389 -23.92976  -0.1251
C -13.15996 -27.29477 -23.17763  -0.0696
C -11.68352 -27.36108 -25.04233  0.0270
H -7.93043 -24.50565 -24.08830  0.0597
H -9.00094 -24.87928 -22.76527  0.0636
H -8.17289 -23.40035 -22.78231  0.0789
H -9.62554 -22.77830 -24.86985  0.1097
H -10.52987 -23.00739 -23.39039  0.0921
H -10.31172 -25.23796 -25.43161  0.1060
H -11.50966 -23.99194 -25.33673  0.0835
H -12.36790 -24.64866 -23.18977  0.0987
H -11.04101 -25.76195 -22.92874  0.1415
H -13.34209 -25.58147 -25.96333  0.1024
H -14.18497 -25.18800 -24.41185  0.0946
H -14.34992 -27.71394 -26.16452  0.1281
H -15.64380 -26.91463 -25.30919  0.0996
H -14.14166 -29.02031 -24.30370  0.1059
H -15.24928 -27.99745 -23.34717  0.1136
H -12.44483 -27.98876 -22.85742  0.1154
H -13.53562 -26.63660 -22.38824  0.1361
H -12.20441 -28.28531 -25.17151  0.0941
H -10.68689 -27.47737 -24.67423  0.1102
H -11.66340 -26.91524 -26.05864  0.1197
C -18.53154 -18.20415 -16.10927  -0.0844
C -17.04230 -18.45087 -16.40157  -0.2338
C -16.84212 -18.85889 -17.86588  -0.1592
C -15.59026 -19.77136 -17.98750  -0.0925
N -15.23848 -20.01745 -19.41563  -0.2235
C -14.11806 -21.04107 -19.45136  -0.1027
C -13.30802 -20.73161 -20.64808  -0.1737
C -13.63153 -19.34356 -21.07048  -0.1745
C -14.63366 -18.76760 -20.06488  -0.0764
C -16.36468 -20.41197 -20.25648  0.0097
H -19.01968 -19.16358 -16.06535  0.0597
H -19.09431 -17.70706 -16.89421  0.0640
H -18.62827 -17.74031 -15.13412  0.0711
H -16.59868 -19.17282 -15.74526  0.1028
H -16.55575 -17.51205 -16.14135  0.0811
H -16.91676 -17.95363 -18.45939  0.1088
H -17.63891 -19.50231 -18.24743  0.0921
H -15.70085 -20.70597 -17.51548  0.0916
H -14.72252 -19.30442 -17.54539  0.1192
H -14.52313 -22.08313 -19.45884  0.1420
H -13.48943 -20.92020 -18.56418  0.1041
H -13.48514 -21.35053 -21.56896  0.1202
H -12.25796 -20.84222 -20.35917  0.1238
H -14.10589 -19.30721 -22.06592  0.0918
H -12.75281 -18.66764 -21.13038  0.1241
H -15.43027 -18.24111 -20.49807  0.0771
H -14.11052 -18.30504 -19.23137  0.0968
H -17.15521 -19.65079 -20.24493  0.1008
H -16.76873 -21.39098 -19.89878  0.0986
H -16.03757 -20.54551 -21.28385  0.1149
C -8.42429 -21.33480 -17.75035  -0.0731
C -7.89121 -21.74890 -16.36344  -0.2728
C -7.92856 -20.69394 -15.35107  -0.2325
C -9.33726 -20.38967 -14.99929  -0.1404
N -9.47546 -19.47356 -13.80905  -0.2228
C -9.01291 -20.17248 -12.54148  -0.0988
C -10.17579 -20.12238 -11.58618  -0.1454
C -11.37211 -20.15232 -12.55970  -0.1280
C -10.97605 -19.19747 -13.66388  -0.0866
C -8.64617 -18.20850 -13.95024  0.0234
H -7.78964 -20.47392 -17.94517  0.0754
H -9.49460 -21.09146 -17.71649  0.0684
H -8.23043 -22.12180 -18.49903  0.0778
H -6.82811 -21.96693 -16.55815  0.1229
H -8.41383 -22.61421 -16.00548  0.1089
H -7.30192 -19.82079 -15.72418  0.1458
H -7.39978 -21.06088 -14.52207  0.1015
H -9.81614 -21.34415 -14.74647  0.1519
H -9.94070 -19.91592 -15.77418  0.0799
H -8.11512 -19.77945 -12.17725  0.1156
H -8.96818 -21.24032 -12.76438  0.1390
H -10.29350 -19.23633 -10.95705  0.1236
H -10.15462 -20.94207 -10.93101  0.1036
H -12.28767 -19.77609 -12.11853  0.1248
H -11.36846 -21.18662 -12.95336  0.1323
H -11.11457 -18.15667 -13.45463  0.1239
H -11.48981 -19.34035 -14.66121  0.1199
H -8.81532 -17.74675 -14.94500  0.1178
H -7.57852 -18.53075 -13.95498  0.1014
H -8.69148 -17.52561 -13.09799  0.1122
C -11.89450 -14.54759 -23.98361  -0.1015
C -12.46849 -15.65843 -24.89248  -0.2649
C -11.95082 -16.99230 -24.47823  -0.1935
C -12.52362 -18.08739 -25.40297  -0.1013
N -11.94338 -19.47299 -25.28159  -0.2347
C -10.44578 -19.50456 -25.57172  -0.0869
C -10.34921 -19.58159 -27.10295  -0.1287
C -11.55574 -20.43008 -27.49110  -0.1305
C -12.51520 -20.39813 -26.27346  -0.1151
C -12.07478 -20.03367 -23.84579  0.0473
H -12.17093 -14.74613 -22.86117  0.1107
H -12.35433 -13.56660 -24.20463  0.0719
H -10.79873 -14.46874 -24.13849  0.0765
H -12.19283 -15.38135 -25.89996  0.1103
H -13.59144 -15.73884 -24.75375  0.1293
H -12.47429 -17.27888 -23.51564  0.1334
H -10.88732 -17.05350 -24.39928  0.0983
H -12.40823 -17.79648 -26.43596  0.1353
H -13.59106 -18.18486 -25.31386  0.1160
H -9.96186 -20.27529 -25.08320  0.0893
H -9.95649 -18.56950 -25.18635  0.1412
H -9.41970 -20.05858 -27.33498  0.1112
H -10.42948 -18.59987 -27.58168  0.1216
H -11.32933 -21.48644 -27.82150  0.1294
H -12.14605 -20.07721 -28.36701  0.1253
H -12.53509 -21.37073 -25.77959  0.1278
H -13.52485 -20.04548 -26.52203  0.1066
H -11.68352 -19.34332 -23.14691  0.0831
H -11.53397 -20.99349 -23.87946  0.0928
H -13.15673 -20.21664 -23.68024  0.0806
O -15.94298 -25.49328 -23.19989  0.0304
C -15.43571 -24.44702 -22.43182  -0.7244
O -16.20520 -23.89259 -21.61367  -0.0038
O -14.23638 -24.17564 -22.59135  -0.0166
H -16.92068 -25.48889 -23.11327  0.0679
O -10.74938 -18.68156 -16.93277  -0.0295
C -11.93259 -19.35869 -17.33325  -0.8143
O -12.36897 -19.02758 -18.41597  0.0157
O -12.20087 -20.23383 -16.53542  0.0217
H -10.67031 -17.77828 -17.31990  0.1187
C -17.19125 -18.71964 -25.94815  -0.6689
F -16.25545 -17.83975 -26.26671  0.1537
F -17.92568 -18.21088 -25.00324  0.1581
F -17.97072 -18.89787 -27.04964  0.1173
S -16.44518 -20.32904 -25.34909  0.6800
O -15.24434 -20.06521 -24.55052  -0.3017
O -17.52580 -21.00803 -24.73051  -0.2538
N -15.87892 -20.86255 -26.84810  -0.2772
S -16.60724 -22.04703 -27.48025  0.6036
O -17.97108 -22.28932 -26.95919  -0.3401
O -16.32914 -22.12720 -28.90855  -0.2765
C -15.76403 -23.55706 -26.86587  -0.6964
F -16.50252 -24.62442 -27.19142  0.1331
F -14.56315 -23.62978 -27.36232  0.1673
F -15.76104 -23.55623 -25.52601  0.1313
C -16.12081 -11.81572 -21.49481  -0.6231
F -17.20483 -11.23558 -22.11613  0.1171
F -15.16081 -12.07031 -22.38723  0.1171
F -15.54343 -10.99750 -20.61711  0.1512
S -16.45253 -13.49751 -20.79393  0.6298
O -15.20144 -13.91199 -20.25209  -0.2637
O -17.50336 -13.27762 -19.82727  -0.3088
N -16.94263 -14.27190 -22.07913  -0.2799
S -16.52990 -15.72248 -22.44081  0.5342
O -16.37465 -15.93158 -23.81691  -0.2489
O -15.59972 -16.27837 -21.53132  -0.2802
C -18.20425 -16.59896 -22.00706  -0.6100
F -19.19381 -16.17701 -22.84918  0.1074
F -18.01666 -17.89216 -22.30457  0.0845
F -18.55640 -16.54926 -20.73057  0.1409
C -14.51134 -24.11548 -17.06934  -0.6962
F -13.60420 -24.66843 -16.20166  0.1129
F -14.37689 -22.81722 -17.00443  0.1603
F -14.15964 -24.58009 -18.24530  0.1514
S -16.17521 -24.65345 -16.60293  0.6181
O -16.10570 -26.05197 -16.88957  -0.2712
O -16.37187 -24.19234 -15.25817  -0.2612
N -17.27999 -23.96147 -17.58940  -0.3138
S -18.02627 -22.58806 -17.31824  0.5840
O -17.42356 -21.72703 -16.36014  -0.2571
O -18.44860 -22.02673 -18.57805  -0.3034
C -19.58111 -23.23951 -16.48969  -0.6682
F -20.24671 -22.19328 -16.02687  0.1555
F -20.32181 -24.02499 -17.30154  0.1207
F -19.15393 -24.02227 -15.52463  0.1490

Values from the calculation:
LUMO: -2.752 eV
spin multiplicity: 1
total charge: +2
electronic energy: -244350.115 eV
HOMO level: -0.441 hartree

---

# 2
ORCA calculation (ωB97M-V/def2-TZVPD) on a 3-piece molecular cluster, C6H15NS overall in a non-equilibrium geometry.

Last column: natural (NBO) charge in e.
Geometry (Å):
C 0.98925 3.10505 -1.22482  -0.6257
C 0.69748 1.92640 -0.33791  -0.2838
C 1.60937 1.58602 0.58923  -0.0063
N 1.39785 0.62883 1.60873  -0.8674
H 2.01857 3.43495 -1.04852  0.2053
H 0.90941 2.84719 -2.28671  0.2048
H 0.32438 3.96232 -1.05806  0.2089
H -0.25212 1.42013 -0.35760  0.2082
H 2.53621 2.15406 0.67620  0.1812
H -1.03199 0.96599 2.25760  0.1335
H 1.46605 1.07269 2.51578  0.3656
H 0.46939 0.18075 1.52061  0.3713
C -1.20496 -1.96304 -2.01576  -0.6166
C -0.01229 -1.73479 -1.10331  -0.4098
C -0.29737 -1.99523 0.40226  -0.5482
S -1.48754 -0.74902 1.02432  -0.0604
H -1.59737 -2.98057 -1.91238  0.2026
H -0.97869 -1.76603 -3.06685  0.2166
H -1.98112 -1.25613 -1.69439  0.2125
H 0.80787 -2.41289 -1.39098  0.2050
H 0.38110 -0.71797 -1.17914  0.2209
H 0.66065 -1.88774 0.93098  0.2522
H -0.68754 -2.97924 0.64203  0.2294

Values from the calculation:
LUMO: -1.949 eV
ΔE to the lowest compared entry with this formula, charge and spin: 4.238 eV
spin multiplicity: 1
electronic energy: -18786.352 eV
HOMO level: -0.297 hartree

---

# 3
ORCA calculation (ωB97M-V/def2-TZVPD) on a 4-piece molecular cluster, C4H16O3 overall in a non-equilibrium geometry.

Last column: natural (NBO) charge in e.
Geometry (Å):
C -1.40613 1.05431 -0.39386  -0.6483
C 0.01008 0.56402 -0.02228  -0.3558
C 0.19673 -0.95695 0.03349  -0.6940
C 0.58733 1.27433 1.18061  -0.6216
H -1.73637 1.98896 0.05280  0.2078
H -1.95272 0.27211 0.15163  0.1951
H -1.70321 0.82567 -1.41792  0.2149
H 0.77485 0.75187 -0.79768  0.1741
H 1.22411 -1.15221 0.36299  0.2158
H -0.48762 -1.49802 0.71182  0.1776
H 0.06273 -1.51036 -0.89659  0.1923
H 1.01060 2.26269 0.94263  0.2033
H 1.29173 0.78075 1.84900  0.2130
H -0.22479 1.58395 1.86740  0.1764
H -3.23212 4.23997 2.35286  0.4541
H -2.54858 3.00408 2.78936  0.4649
O -2.36927 3.93561 2.58700  -0.9373
H 2.59691 -1.27725 -1.02246  0.3864
H 3.91409 -1.71542 -1.55261  0.3416
O 3.22714 -2.01151 -0.93006  -1.2419
H 0.64151 -4.78424 -2.47263  0.4488
H 0.22624 -3.38075 -2.56065  0.4418
O -0.10323 -4.25161 -2.81485  -1.0090

Values from the calculation:
LUMO (alpha / beta): 2.762 / 2.636 eV
ΔE to the lowest compared entry with this formula, charge and spin: 1.165 eV
spin multiplicity: 2
total charge: -1
electronic energy: -10548.354 eV
HOMO level (alpha / beta): 0.031 / -0.265 hartree